DFT (the ωB97M-V functional and the def2-TZVPD basis) results for the molecule C5H12N2.

Geometry as XYZ:
```
19
C5H12N2 the ωB97M-V functional and the def2-TZVPD basis
C -0.699 0.489 2.336
C -0.593 -0.197 0.945
C 0.166 0.809 0.016
C 0.456 0.165 -1.348
C 2.146 -0.995 -2.393
N 1.589 -0.847 -1.231
N -1.945 -0.524 0.313
H -1.265 -0.048 3.064
H -1.157 1.518 2.321
H 0.322 0.662 2.723
H -0.076 -1.129 1.068
H -0.439 1.690 -0.195
H 1.115 1.219 0.503
H -0.406 -0.400 -1.679
H 0.905 0.968 -1.941
H 1.602 -0.902 -3.363
H 3.147 -1.551 -2.458
H -2.515 0.370 0.478
H -2.354 -1.297 0.843
```

For the relative energy (zero: lowest compared OMol25 entry of this formula, charge and spin), the calculation gives 187.3 kJ/mol. Its orbital gap is 10.5 eV. As for the multiplicity: 1. The calculated total energy is -8358.1955 eV. As for the net charge: 0. Its structure (SMILES) is C=NCC[C@@H](C)N.

***

DFT (the ωB97M-V functional and the def2-TZVPD basis) results for the molecule C5H12N2.

Geometry as XYZ:
```
19
C5H12N2 the ωB97M-V functional and the def2-TZVPD basis
C 0.429 0.285 -0.128
C -2.043 0.825 -0.117
C -1.257 -1.348 0.882
C 2.871 -0.277 0.096
C -0.922 0.113 0.601
N 1.177 1.496 -0.184
N 1.729 0.465 0.633
H 0.644 -0.438 -0.916
H -1.779 1.834 -0.134
H -2.958 0.599 0.440
H -2.357 0.331 -1.088
H -1.545 -1.705 -0.131
H -2.052 -1.696 1.488
H -0.338 -1.781 1.209
H 2.902 -1.251 0.486
H 2.875 -0.399 -1.098
H 3.689 0.349 0.450
H -0.776 0.517 1.563
H 1.617 1.592 -1.158
```

For the relative energy (zero: lowest compared OMol25 entry of this formula, charge and spin), the calculation gives 315.9 kJ/mol. Its orbital gap is 10.0 eV. As for the multiplicity: 1. The calculated total energy is -8356.8621 eV. As for the net charge: 0. Its structure (SMILES) is CC(C)[C@H]1NN1C.

***

DFT (the ωB97M-V functional and the def2-TZVPD basis) results for the molecule C5H12N2.

Geometry as XYZ:
```
19
C5H12N2 the ωB97M-V functional and the def2-TZVPD basis
C 0.249 0.528 -1.013
C -0.706 -0.545 -1.133
C -0.536 1.716 -0.982
C 0.628 0.218 1.660
C -1.911 -0.832 -0.314
N 0.965 -0.166 0.306
N 2.182 -0.846 0.090
H 1.058 0.490 -1.739
H -0.485 -1.297 -1.885
H 2.220 -1.689 0.661
H 2.968 -0.255 0.366
H -1.428 1.843 -0.389
H -0.124 2.635 -1.377
H -0.274 0.835 1.647
H 1.425 0.820 2.117
H 0.460 -0.656 2.300
H -1.734 -1.708 0.321
H -2.201 0.001 0.323
H -2.757 -1.089 -0.959
```

For the relative energy (zero: lowest compared OMol25 entry of this formula, charge and spin), the calculation gives 574.7 kJ/mol. Its orbital gap (alpha / beta) is 8.5 / 6.9 eV. As for the multiplicity: 1. The calculated total energy is -8354.1800 eV. As for the net charge: 0.

***

DFT (the ωB97M-V functional and the def2-TZVPD basis) results for a structure of composition C5H12N2O.

Geometry as XYZ:
```
20
C5H12N2O the ωB97M-V functional and the def2-TZVPD basis
C -1.232 0.259 -0.634
C 0.072 -0.150 1.402
C -1.926 1.503 -0.143
C 2.365 -1.071 -0.176
N -1.983 -0.894 -0.670
C 1.884 0.358 0.038
O -0.268 0.358 -1.467
N 1.001 0.680 1.024
H 0.868 0.483 -0.924
H -2.625 -1.065 0.086
H -1.518 -1.712 -1.033
H 0.129 -1.229 1.246
H -0.638 0.200 2.143
H 2.660 1.115 -0.072
H -2.346 2.028 -1.004
H -2.728 1.288 0.562
H -1.194 2.152 0.334
H 3.124 -1.088 -0.957
H 2.799 -1.486 0.740
H 1.556 -1.729 -0.495
```

For the relative energy (zero: lowest compared OMol25 entry of this formula, charge and spin), the calculation gives 317.3 kJ/mol. Its orbital gap is 8.8 eV. As for the multiplicity: 1. The calculated total energy is -10405.1358 eV. As for the net charge: 0.

***

DFT (the ωB97M-V functional and the def2-TZVPD basis) results for the molecule C5H12N2O.

Geometry as XYZ:
```
20
C5H12N2O the ωB97M-V functional and the def2-TZVPD basis
C 0.569 0.481 -0.467
C -1.101 -0.616 1.131
C 0.135 1.805 0.016
C 1.036 0.353 -1.854
C 0.307 -0.782 0.304
N 1.354 -0.816 1.346
N -2.271 -0.776 0.323
O 0.180 -1.793 -0.527
H 2.206 -1.167 0.922
H 1.094 -1.466 2.083
H -2.533 0.070 -0.170
H -2.095 -1.513 -0.356
H -1.147 0.305 1.710
H -1.033 -1.453 1.830
H 1.656 1.204 -2.148
H -0.937 1.927 -0.212
H 0.655 2.615 -0.498
H 0.250 1.898 1.094
H 0.166 0.347 -2.528
H 1.507 -0.622 -1.999
```

For the relative energy (zero: lowest compared OMol25 entry of this formula, charge and spin), the calculation gives 401.9 kJ/mol. Its orbital gap (alpha / beta) is 6.7 / 7.2 eV. As for the multiplicity: 1. The calculated total energy is -10404.2586 eV. As for the net charge: 0.

***

DFT (the ωB97M-V functional and the def2-TZVPD basis) results for a structure of composition C5H12N2O.

Geometry as XYZ:
```
20
C5H12N2O the ωB97M-V functional and the def2-TZVPD basis
C 0.292 -1.137 -1.805
C 0.758 -0.208 1.873
C -0.220 -0.713 -0.434
C 0.622 0.077 0.405
N 1.650 0.821 -0.147
O -0.798 -1.808 0.266
H -1.695 -1.920 -0.066
H 2.157 1.432 0.475
H 1.642 1.009 -1.137
H 1.126 -1.837 -1.724
H 0.610 -0.280 -2.401
H -0.520 -1.620 -2.348
H 1.569 -0.926 2.036
H 0.990 0.706 2.426
H -0.154 -0.637 2.273
C -1.715 1.780 0.253
N -2.261 1.089 -0.602
H -1.277 0.076 -0.688
H -2.101 2.697 0.701
H -0.675 1.398 0.647
```

For the relative energy (zero: lowest compared OMol25 entry of this formula, charge and spin), the calculation gives 404.2 kJ/mol. Its orbital gap is 8.1 eV. As for the multiplicity: 1. The calculated total energy is -10404.2352 eV. As for the net charge: 0.

***

DFT (the ωB97M-V functional and the def2-TZVPD basis) results for the molecule C5H12N2O.

Geometry as XYZ:
```
20
C5H12N2O the ωB97M-V functional and the def2-TZVPD basis
C 1.328 -0.158 0.830
C 2.636 0.591 0.583
C 0.130 0.491 0.165
C 0.012 0.355 -1.291
H 1.126 -0.199 1.905
H 1.412 -1.187 0.474
H -0.077 1.498 0.528
H 3.447 0.137 1.155
H 2.548 1.631 0.897
H 2.914 0.571 -0.468
H 0.227 1.265 -1.838
H 0.514 -0.525 -1.696
N -1.895 0.112 1.790
C -2.042 -1.051 -1.940
O -1.195 -0.342 0.695
N -1.636 0.109 -1.712
H -2.774 0.540 1.500
H -2.091 -0.685 2.399
H -3.035 -1.180 -2.377
H -1.550 -1.972 -1.599
```

For the relative energy (zero: lowest compared OMol25 entry of this formula, charge and spin), the calculation gives 506.4 kJ/mol. Its orbital gap is 9.7 eV. As for the multiplicity: 1. The calculated total energy is -10403.1758 eV. As for the net charge: 0. Its structure (SMILES) is C=NC[C@H](CC)ON.

***

DFT (the ωB97M-V functional and the def2-TZVPD basis) results for the molecule C5H12N2O.

Geometry as XYZ:
```
20
C5H12N2O the ωB97M-V functional and the def2-TZVPD basis
C -0.232 -0.715 -0.874
C -1.459 0.937 1.384
C 1.528 -0.216 0.841
N -0.471 1.341 0.398
C 0.738 0.228 -0.381
N -0.527 -1.854 -0.242
C 1.500 0.781 -1.436
O -0.938 -0.420 -1.968
H -1.340 -1.206 -2.361
H -0.919 1.773 -0.406
H -0.038 -2.079 0.608
H -1.355 -2.387 -0.454
H -2.122 0.098 1.084
H -0.960 0.629 2.309
H -2.123 1.769 1.651
H 0.892 -0.490 1.688
H 2.196 -1.046 0.599
H 2.133 0.628 1.167
H 1.060 0.963 -2.404
H 2.437 1.266 -1.203
```

For the relative energy (zero: lowest compared OMol25 entry of this formula, charge and spin), the calculation gives 490.7 kJ/mol. Its orbital gap (alpha / beta) is 5.9 / 5.9 eV. As for the multiplicity: 1. The calculated total energy is -10403.3380 eV. As for the net charge: 0.

***

DFT (the ωB97M-V functional and the def2-TZVPD basis) results for the molecule C5H12N2O.

Geometry as XYZ:
```
20
C5H12N2O the ωB97M-V functional and the def2-TZVPD basis
C -2.029 1.112 0.821
N -1.052 0.318 0.311
C -1.211 -0.411 -0.940
C -0.130 -0.069 -1.983
C -0.003 -0.110 1.304
C 1.491 0.179 0.921
N 2.158 -0.908 0.239
O -1.775 1.984 1.639
H -3.029 1.010 0.414
H -2.170 -0.086 -1.391
H -1.229 -1.484 -0.799
H 0.751 -0.700 -1.894
H 0.272 0.949 -1.940
H -0.547 -0.403 -2.943
H -0.247 0.340 2.270
H -0.064 -1.199 1.357
H 1.402 1.031 0.214
H 1.965 0.572 1.828
H 2.533 -1.577 0.900
H 2.913 -0.547 -0.328
```

For the relative energy (zero: lowest compared OMol25 entry of this formula, charge and spin), the calculation gives 158.2 kJ/mol. Its orbital gap is 10.0 eV. As for the multiplicity: 1. The calculated total energy is -10406.7842 eV. As for the net charge: 0. Its structure (SMILES) is CCN(C=O)CCN.

***

DFT (the ωB97M-V functional and the def2-TZVPD basis) results for a cluster of 2 separate species, C5H12N2O in total.

Geometry as XYZ:
```
20
C5H12N2O the ωB97M-V functional and the def2-TZVPD basis
C -2.267 0.165 0.159
O -1.320 -0.255 -0.753
H -0.058 0.285 1.733
H -1.720 0.447 1.143
H -2.918 -0.677 0.406
H -2.858 1.009 -0.219
C 0.796 0.008 -1.934
C 0.950 -1.588 1.104
C 0.930 -0.113 1.322
C -0.180 0.664 -1.012
N 1.959 0.587 1.136
N -0.213 1.901 -0.852
H 1.842 1.587 1.295
H -0.902 2.270 -0.203
H 0.898 0.607 -2.835
H 1.766 -0.037 -1.441
H 1.055 -2.100 2.059
H 0.019 -1.899 0.635
H 0.455 -0.992 -2.186
H 1.766 -1.869 0.443
```

For the relative energy (zero: lowest compared OMol25 entry of this formula, charge and spin), the calculation gives 267.5 kJ/mol. Its orbital gap is 10.7 eV. As for the multiplicity: 1. The calculated total energy is -10405.6510 eV. As for the net charge: 0. Its structure (SMILES) is [H]/N=C(/C)OC.[H]/N=C/C.

***

DFT (the ωB97M-V functional and the def2-TZVPD basis) results for a cluster of 2 separate species, C5H12N2O in total.

Geometry as XYZ:
```
20
C5H12N2O the ωB97M-V functional and the def2-TZVPD basis
C 1.951 -0.146 -0.038
C -1.791 1.065 1.177
C 0.950 0.095 1.071
C -0.060 -2.111 -1.078
N -0.277 -0.686 -1.157
C 0.624 0.240 -0.586
N -1.611 2.130 0.499
O 0.448 1.502 -1.032
H -0.825 -0.302 -1.914
H -1.744 2.992 1.030
H -0.387 1.890 -0.582
H 2.726 0.597 -0.174
H 2.292 -1.162 -0.188
H -2.158 1.029 2.203
H -1.804 0.115 0.653
H 0.617 -0.774 1.620
H 1.087 0.997 1.649
H -0.029 -2.432 -0.033
H -0.886 -2.618 -1.574
H 0.879 -2.420 -1.547
```

For the relative energy (zero: lowest compared OMol25 entry of this formula, charge and spin), the calculation gives 351.9 kJ/mol. Its orbital gap is 8.4 eV. As for the multiplicity: 1. The calculated total energy is -10404.7771 eV. As for the net charge: 0. Its structure (SMILES) is CNC1(O)CC1.C=N.

***

DFT (the ωB97M-V functional and the def2-TZVPD basis) results for a cluster of 2 separate species, C5H12N2O in total.

Geometry as XYZ:
```
20
C5H12N2O the ωB97M-V functional and the def2-TZVPD basis
C 0.459 0.719 0.906
N 1.709 1.399 0.825
C -1.742 -1.696 0.544
N -1.911 -0.697 1.446
O -1.068 -1.556 -0.510
C -0.300 1.072 -0.344
C 0.628 0.788 -1.658
C 1.892 -0.036 -1.250
H 0.512 -0.357 0.783
H -0.006 0.898 1.870
H 2.353 1.221 1.592
H -2.037 -1.196 2.305
H -2.213 -2.654 0.854
H -1.270 0.654 -0.273
H -0.406 2.161 -0.293
H 0.022 0.196 -2.370
H 0.801 1.792 -2.129
H 2.137 0.544 -0.226
H 1.762 -1.112 -1.209
H 2.685 0.304 -1.915
```

For the relative energy (zero: lowest compared OMol25 entry of this formula, charge and spin), the calculation gives 804.8 kJ/mol. Its orbital gap is 3.9 eV. As for the multiplicity: 1. The calculated total energy is -10400.0831 eV. As for the net charge: 0.